Molecular formula: C4H13N3
Method: DFT, ωB97M-V/def2-TZVPD

```
20
Properties=species:S:1:pos:R:3:lowdin_charge:R:1
C 0.9089 -2.8925 0.8278 -0.13
N 1.0225 -1.5063 0.2976 -0.15
C 0.3115 -1.2536 -0.9446 -0.25
C 0.1482 0.2910 -1.1515 -0.24
N -0.4448 0.8446 0.0346 -0.11
C -0.2205 2.2867 0.2989 -0.29
N -1.4304 2.7561 0.9892 -0.01
H 0.0693 -3.0083 1.5214 0.07
H 0.7993 -3.5647 -0.0327 0.07
H 1.8538 -3.1210 1.3331 0.07
H 0.6009 -0.9699 1.0453 0.08
H -0.7198 -1.6166 -0.8722 0.11
H 0.9277 -1.5792 -1.7819 0.11
H 1.1205 0.7796 -1.2781 0.12
H -0.4940 0.3263 -2.0754 0.12
H -1.4302 0.6356 0.1252 0.10
H 0.6839 2.3354 0.8816 0.11
H -0.1444 2.7773 -0.6867 0.11
H -1.3621 3.7598 1.1431 0.06
H -2.2005 2.7198 0.3253 0.06
```

HOMO	-8.42	eV
energy relative to the best compared isomer or geometry (same formula, charge and spin)	32.6	kcal/mol
frontier orbital gap	9.512	eV
SMILES string	CNCCNCN
F_max	2.462	eV Å⁻¹